(1)
{
  "formula": "C32H34IrN3",
  "method": "ωB97M-V/def2-TZVPD",
  "homo_ha": [-0.50302, -0.50296],
  "gap_ha": [0.202, 0.202],
  "total_charge": 2,
  "relative_energy_kj_mol": 293.6,
  "species": ["Ir", "N", "C", "C", "C", "C", "C", "C", "C", "C", "C", "C", "C", "C", "H", "H", "H", "H", "H", "H", "H", "H", "H", "H", "C", "C", "C", "C", "C", "C", "C", "C", "N", "C", "C", "C", "C", "N", "C", "C", "C", "C", "C", "C", "C", "C", "H", "H", "H", "H", "H", "H", "H", "H", "H", "H", "H", "H", "H", "H", "H", "H", "H", "H", "H", "H", "H", "H", "H", "H"],
  "positions_angstrom": [[0.40, -0.17, 0.05], [1.89, -1.82, -0.33], [2.99, -1.68, 0.58], [4.29, -1.62, 0.09], [5.37, -1.60, 0.96], [5.14, -1.64, 2.34], [3.86, -1.67, 2.83], [2.75, -1.68, 1.97], [1.40, -1.63, 2.54], [1.14, -2.31, 3.74], [-0.06, -2.16, 4.39], [-1.02, -1.28, 3.90], [-0.80, -0.63, 2.70], [0.37, -0.85, 1.98], [1.41, -2.70, -0.14], [2.24, -1.86, -1.28], [4.47, -1.60, -0.97], [6.37, -1.58, 0.58], [5.98, -1.62, 3.02], [3.69, -1.66, 3.90], [1.90, -2.97, 4.14], [-0.24, -2.70, 5.31], [-1.93, -1.10, 4.45], [-1.54, 0.07, 2.34], [-4.11, -1.26, 0.83], [-3.55, -1.95, -0.37], [-4.17, -3.10, -0.83], [-3.68, -3.81, -1.91], [-2.54, -3.37, -2.57], [-1.88, -2.23, -2.15], [-0.69, -1.73, -2.90], [-2.41, -1.48, -1.07], [-1.78, -0.28, -0.79], [-2.31, 0.91, -0.98], [-3.68, 1.11, -1.52], [-1.44, 2.02, -0.76], [-1.93, 3.42, -0.88], [-0.18, 1.73, -0.47], [0.90, 2.58, -0.63], [1.26, 2.96, -1.95], [0.51, 2.46, -3.14], [2.35, 3.80, -2.12], [3.05, 4.29, -1.03], [2.68, 3.92, 0.26], [1.63, 3.05, 0.48], [1.26, 2.64, 1.88], [-5.17, -1.06, 0.69], [-3.61, -0.33, 1.05], [-4.03, -1.92, 1.69], [-5.07, -3.44, -0.33], [-4.18, -4.70, -2.25], [-2.16, -3.90, -3.42], [-0.15, -2.56, -3.35], [-0.01, -1.17, -2.25], [-1.00, -1.06, -3.71], [-4.18, 0.16, -1.69], [-3.62, 1.64, -2.48], [-4.28, 1.73, -0.85], [-2.60, 3.66, -0.05], [-2.48, 3.56, -1.80], [-1.10, 4.12, -0.84], [-0.07, 1.57, -2.93], [1.21, 2.24, -3.95], [-0.16, 3.24, -3.51], [2.64, 4.07, -3.12], [3.89, 4.95, -1.19], [3.23, 4.31, 1.11], [2.11, 2.14, 2.35], [0.40, 1.97, 1.88], [1.02, 3.51, 2.48]],
  "mulliken_charge": [1.28, -0.44, 0.85, -0.87, -0.83, -0.80, -1.03, 0.71, 0.63, -0.70, -0.77, -1.07, -0.20, 0.42, 0.37, 0.31, 0.37, 0.44, 0.44, 0.56, 0.62, 0.43, 0.48, 0.51, -1.64, 1.35, -0.69, -0.89, -0.94, 1.09, -1.20, -0.69, 0.54, 1.19, -2.03, 0.55, -2.04, -0.17, -0.68, 2.07, -1.49, -0.93, -0.75, -0.85, 0.90, -1.58, 0.47, 0.12, 0.45, 0.53, 0.44, 0.50, 0.53, -0.14, 0.31, 0.40, 0.51, 0.43, 0.41, 0.47, 0.44, -0.01, 0.55, 0.32, 0.52, 0.47, 0.54, 0.37, 0.07, 0.46]
}

=====

(2)
{
  "formula": "C32H34N5O5SiY",
  "method": "ωB97M-V/def2-TZVPD",
  "homo_ha": [-0.16878, -0.17023],
  "gap_ha": [0.155, 0.156],
  "species": ["Y", "C", "C", "C", "C", "N", "C", "C", "C", "C", "C", "C", "N", "C", "C", "C", "C", "C", "N", "H", "H", "H", "H", "H", "H", "H", "H", "H", "H", "H", "O", "C", "O", "C", "C", "C", "C", "C", "O", "C", "C", "O", "O", "H", "H", "H", "H", "H", "H", "H", "H", "C", "C", "C", "C", "C", "C", "N", "N", "Si", "C", "C", "C", "H", "H", "H", "H", "H", "H", "H", "H", "H", "H", "H", "H", "H", "H", "H"],
  "positions_angstrom": [[-0.26, -0.58, -0.17], [-0.11, -4.48, 2.26], [-0.66, -5.46, 1.39], [-1.04, -5.08, 0.13], [-0.90, -3.75, -0.30], [-0.36, -2.79, 0.56], [0.03, -3.21, 1.80], [-1.32, -3.27, -1.58], [-1.84, -4.09, -2.58], [-2.25, -3.52, -3.78], [-2.19, -2.15, -3.96], [-1.68, -1.34, -2.93], [-1.19, -1.91, -1.78], [-1.70, 0.08, -2.96], [-2.10, 0.85, -4.08], [-2.20, 2.21, -4.00], [-1.90, 2.85, -2.77], [-1.47, 2.07, -1.73], [-1.32, 0.72, -1.79], [0.21, -4.73, 3.26], [-0.78, -6.49, 1.72], [-1.46, -5.81, -0.54], [0.46, -2.45, 2.43], [-1.92, -5.15, -2.43], [-2.65, -4.15, -4.57], [-2.56, -1.70, -4.87], [-2.34, 0.35, -5.01], [-2.50, 2.78, -4.87], [-2.00, 3.92, -2.65], [-1.21, 2.52, -0.78], [2.36, 1.47, -2.43], [2.21, 1.27, -1.25], [1.73, 0.21, -0.68], [2.57, 2.39, -0.26], [1.41, 3.41, -0.28], [1.84, 4.72, 0.38], [1.87, 4.30, 1.87], [1.42, 2.84, 1.79], [0.50, 2.84, 0.69], [2.59, 1.99, 1.25], [2.61, 0.49, 1.43], [1.38, -0.24, 1.85], [3.58, -0.18, 1.35], [3.51, 2.84, -0.58], [0.93, 3.49, -1.25], [2.80, 5.07, 0.00], [1.10, 5.50, 0.19], [2.86, 4.41, 2.33], [1.16, 4.88, 2.46], [0.92, 2.49, 2.68], [3.53, 2.30, 1.71], [2.88, -0.59, 4.18], [1.54, 0.08, 4.20], [0.99, 0.56, 5.34], [-0.32, 1.10, 5.31], [-1.06, 1.04, 4.18], [-0.56, 0.46, 2.97], [0.81, 0.18, 3.04], [-1.23, 0.20, 1.89], [-3.01, 0.12, 1.89], [-3.73, 1.85, 1.83], [-3.53, -0.83, 0.37], [-3.59, -0.87, 3.37], [3.12, -0.91, 5.19], [3.67, 0.09, 3.84], [2.89, -1.45, 3.51], [1.55, 0.50, 6.26], [-0.74, 1.53, 6.21], [-2.07, 1.43, 4.16], [-3.37, 2.37, 0.94], [-3.47, 2.46, 2.70], [-4.82, 1.80, 1.78], [-3.29, -0.32, -0.57], [-4.61, -0.94, 0.41], [-3.09, -1.83, 0.34], [-3.44, -0.40, 4.34], [-3.08, -1.83, 3.38], [-4.66, -1.07, 3.27]],
  "mulliken_charge": [0.48, -1.29, -0.58, -0.97, 0.83, 0.52, -0.29, 0.11, -0.89, -0.95, -0.99, 0.47, 0.49, 0.40, -0.81, -0.75, -1.20, -0.82, 1.06, 0.45, 0.42, 0.31, 0.76, 0.37, 0.42, 0.33, 0.36, 0.41, 0.48, 0.98, -0.72, 0.08, -0.70, -0.19, -0.25, -1.13, -1.00, -0.08, -0.34, 0.31, -0.65, 0.35, -0.50, 0.61, 0.86, 0.43, 0.33, 0.40, 0.36, 0.36, 0.94, -1.64, 0.80, -1.02, -0.85, -0.99, 0.09, 1.32, 0.37, -0.19, -1.02, -0.89, -1.14, 0.57, 0.23, 0.30, 0.50, 0.44, 0.43, 0.26, 0.33, 0.41, 0.16, 0.57, 0.20, 0.38, 0.34, 0.43]
}